# 1
Density functional theory data (ωB97M-V with the def2-TZVPD basis set) for one molecule with the formula C6H9NO.

```
! RIJCOSX wB97M-V def2-TZVPD def2/J DEFGRID3
* xyz 0 1
C -0.89 1.29 -0.14
C 0.57 1.37 -0.60
C 1.22 0.34 -1.02
C -2.11 0.43 1.73
C -1.22 -0.69 1.43
C 2.17 -1.90 -1.50
N 1.44 -0.66 -1.69
O -0.81 0.69 1.20
H -1.41 2.27 -0.12
H -1.39 0.67 -0.84
H 1.08 2.25 -0.22
H -2.95 0.75 1.03
H -2.06 1.09 2.74
H -0.59 -1.00 2.27
H 1.49 -2.74 -1.42
H 2.72 -2.01 -0.53
H 2.75 -2.12 -2.32
*
```

The calculation puts the maximum force at 4.15 eV/A. As for the HOMO-LUMO gap: 8.2 eV. For the energy, the calculation gives -9898.0871 eV.

Mulliken atomic charge list, values in e, 6 entries: atom 1 (C): -0.421, atom 2 (C): -1.162, atom 3 (C): 0.907, atom 4 (C): -0.343, atom 5 (C): -0.542, atom 6 (C): -0.772

***

# 2
Density functional theory data (ωB97M-V with the def2-TZVPD basis set) for C6H9NO as an isolated structure.

```
! RIJCOSX wB97M-V def2-TZVPD def2/J DEFGRID3
* xyz 0 1
C 1.25 0.13 0.09
C 0.08 0.66 1.03
C 0.18 0.66 -0.90
C -1.05 -0.18 -0.78
C -0.98 -1.50 0.04
C -1.18 -0.22 0.74
H 2.57 -1.14 -0.45
H 2.19 0.77 0.06
H 0.19 1.04 2.03
H 0.71 2.37 -0.06
H 0.44 0.97 -1.85
H -1.96 0.12 -1.28
H -1.82 -2.16 -0.20
H -0.06 -2.15 0.20
H -2.15 0.03 1.19
N -0.16 1.77 0.03
O 1.74 -1.17 0.11
*
```

The calculation puts the maximum force at 2.35 eV/A. As for the HOMO-LUMO gap: 10.1 eV. For the energy, the calculation gives -9901.9318 eV.

Mulliken atomic charge list, values in e, 6 entries: atom 1 (C): -0.084, atom 2 (C): -0.226, atom 3 (C): -0.403, atom 4 (C): -0.521, atom 5 (C): -0.582, atom 6 (C): -0.299

***

The relative energy (zero: lowest compared OMol25 entry of this formula, charge and spin) results, record by record, are as follows: 173.3; 84.7 kcal per mole.
The LUMO energy results, record by record, are as follows: 0.8; 0.6 eV.